1.
Formula: C40H41N4
Source: the Open Molecules 2025 dataset
Level of theory: ωB97M-V with the def2-TZVPD basis set

## Properties
orbital gap = 8.06 eV
energy above the lowest of the compared OMol25 structures with the same formula, charge and spin = 0.00 kcal/mol
charge = +1
highest occupied orbital energy = -10.3681 eV
SMILES = Cc1ccc(/C=C/[C@H](c2ccc(C)cc2)[n+]2cc3c4c(c2)N(Cc2ccccc2)CCN4CCN3Cc2ccccc2)cc1

Geometry (Å):
C  -0.64569  4.39300  5.00547
C  -1.45920  3.20919  4.56664
C  -2.73627  3.37847  4.02660
C  -3.44494  2.34846  3.38520
C  -2.87811  1.08785  3.25644
C  -3.54248  0.05353  2.27046
C  -2.64658  -1.16078  2.09244
C  -2.90555  -2.25188  1.36018
C  -1.96438  -3.34486  1.01529
C  -2.28155  -4.29022  -0.00797
C  -1.41674  -5.34813  -0.32099
C  -0.22705  -5.55225  0.39092
C  0.61703  -6.76810  0.14037
C  0.14175  -4.57410  1.32534
C  -0.71068  -3.50905  1.64493
C  -1.72071  0.83818  4.01099
C  -0.97823  1.89707  4.57254
H  0.34306  4.14138  5.40450
H  -0.48869  5.08525  4.16068
H  -1.14199  4.97657  5.79525
H  -3.21154  4.35039  4.14289
H  -4.46502  2.54049  3.04057
H  -3.80716  0.51127  1.23548
H  -1.65793  -1.04155  2.54078
H  -3.88328  -2.32980  0.85854
H  -3.23689  -4.20680  -0.53334
H  -1.71561  -6.07565  -1.07374
H  1.52182  -6.77976  0.75333
H  0.10431  -7.71655  0.34861
H  0.91392  -6.80691  -0.91260
H  1.07695  -4.70518  1.86241
H  -0.44189  -2.80532  2.44603
H  -1.37752  -0.19725  4.17563
H  -0.01450  1.68558  5.04750
C  -9.40034  2.51747  -1.43972
C  -8.93574  1.44092  -2.18903
C  -8.61942  0.24547  -1.56666
C  -8.73920  0.12401  -0.18042
C  -8.37588  -1.23945  0.39911
N  -8.39321  -1.31833  1.84879
C  -9.50798  -2.11444  2.31782
C  -9.88023  -1.86326  3.74861
N  -8.74811  -1.50324  4.53230
C  -9.02539  -1.58191  5.93094
C  -7.98999  -0.83271  6.70992
N  -6.66427  -0.99107  6.17190
C  -5.62092  -0.69550  7.13477
C  -4.61393  -1.81998  7.27405
C  -3.46289  -1.51164  8.00143
C  -2.52035  -2.49257  8.24672
C  -2.71982  -3.78760  7.78192
C  -3.85523  -4.10723  7.04426
C  -4.83509  -3.12584  6.78982
C  -6.38891  -0.96511  4.82061
C  -5.10845  -0.74894  4.26402
N  -4.89193  -0.51654  2.94331
C  -5.98629  -0.67898  2.16141
C  -7.26278  -1.10110  2.62230
C  -7.51413  -1.21918  4.00515
C  -9.23233  1.19161  0.59463
C  -9.54401  2.40462  -0.05964
H  -9.61569  3.45205  -1.92146
H  -8.79858  1.50802  -3.25463
H  -8.28212  -0.63870  -2.11132
H  -9.13697  -1.94449  0.05192
H  -7.41354  -1.58676  -0.01532
H  -10.36324  -1.90928  1.66841
H  -9.23647  -3.17586  2.18169
H  -10.62967  -1.07797  3.81542
H  -10.36932  -2.75759  4.16224
H  -10.03085  -1.18969  6.12939
H  -9.05631  -2.62802  6.23498
H  -8.23969  0.23827  6.73707
H  -7.98542  -1.20083  7.74126
H  -5.10483  0.25084  6.88509
H  -6.12077  -0.54442  8.09983
H  -3.36992  -0.48293  8.35876
H  -1.64018  -2.21420  8.79790
H  -1.97933  -4.54095  7.96381
H  -4.01043  -5.11073  6.64193
H  -5.76521  -3.36597  6.23229
H  -4.19517  -0.75041  4.84604
H  -5.80895  -0.40828  1.12742
H  -9.37477  1.06760  1.68719
H  -9.88526  3.24938  0.54394

2.
Formula: C40H41N5S2Sn
Source: the Open Molecules 2025 dataset
Level of theory: ωB97M-V with the def2-TZVPD basis set

## Properties
orbital gap (spin up / spin down) = 6.35 / 5.86 eV
energy above the lowest of the compared OMol25 structures with the same formula, charge and spin = 0.00 kcal/mol
highest occupied orbital energy (spin up / spin down) = -6.8513 / -6.2139 eV

Geometry (Å):
Sn  -0.23297  -0.05481  0.97740
N  1.01725  -3.28421  1.59136
C  2.11997  -2.47794  1.89626
C  2.99026  -2.88069  2.91437
C  4.07253  -2.07647  3.19380
C  4.26801  -0.90691  2.46309
C  3.34341  -0.59434  1.48813
N  2.28433  -1.36011  1.21366
C  0.33441  -3.31654  0.37858
C  -0.00911  -4.55399  -0.17360
C  -0.69357  -4.58390  -1.36845
C  -0.99683  -3.38841  -2.01110
C  -0.63601  -2.21248  -1.39249
N  -0.01493  -2.17191  -0.20502
H  1.01028  -4.16184  2.08434
H  2.80855  -3.79284  3.46794
H  4.76607  -2.35932  3.97541
H  5.11032  -0.25617  2.64952
H  3.42633  0.30886  0.89248
H  0.27790  -5.46660  0.33227
H  -0.97364  -5.53266  -1.80756
H  -1.51470  -3.36563  -2.95863
H  -0.86223  -1.24799  -1.82883
S  -0.44537  -2.33408  4.69443
C  -0.31367  -0.88203  5.45426
N  0.38898  -0.64276  6.58032
C  0.61361  0.75234  6.92612
C  -0.63047  1.47536  6.42893
S  -1.07580  0.59247  4.90308
H  1.00189  -1.37558  6.90151
H  1.50747  1.13512  6.42290
H  0.73991  0.85966  8.00270
H  -0.43838  2.52152  6.20532
H  -1.44997  1.39839  7.14234
C  -3.24532  2.84287  -1.26018
C  -3.39758  1.63884  -2.19321
C  -2.10275  1.37812  -2.96973
C  -3.91267  0.39426  -1.49858
C  -5.08738  -0.17275  -1.95342
C  -5.60321  -1.33423  -1.39018
C  -4.92917  -1.95374  -0.34211
C  -3.73500  -1.45778  0.14001
C  -3.08301  -2.07418  1.35295
C  -3.39338  -3.55451  1.55393
C  -3.44530  -1.27432  2.60817
C  -3.16546  -0.25573  -0.44285
N  -1.99776  0.25227  -0.09663
H  -2.98315  3.72926  -1.84358
H  -2.46261  2.65909  -0.52733
H  -4.17765  3.04964  -0.73085
H  -4.16657  1.89861  -2.92872
H  -1.27358  1.19577  -2.28533
H  -1.84890  2.24405  -3.58555
H  -2.21164  0.51454  -3.63133
H  -5.62062  0.30707  -2.76694
H  -6.53293  -1.75011  -1.75743
H  -5.35911  -2.84279  0.10177
H  -2.00251  -1.99317  1.22411
H  -4.43561  -3.71690  1.83696
H  -2.77450  -3.94934  2.36252
H  -3.19000  -4.13239  0.64997
H  -4.51670  -1.35482  2.80948
H  -3.20365  -0.21795  2.47915
H  -2.89601  -1.64903  3.47436
C  0.89095  0.77461  -0.68621
C  1.59236  1.42797  -1.44811
C  2.37938  2.15612  -2.34320
C  3.82038  1.90438  -2.34301
C  4.75134  2.89518  -2.68413
C  6.11163  2.64154  -2.62666
C  6.57963  1.39616  -2.22877
C  5.66966  0.40658  -1.87717
C  4.30987  0.65677  -1.92856
C  1.72781  3.11995  -3.22243
C  0.47370  3.64749  -2.87700
C  -0.17842  4.53679  -3.71089
C  0.39322  4.91706  -4.91923
C  1.62377  4.38822  -5.28637
C  2.28407  3.50213  -4.45251
H  4.40232  3.87978  -2.96540
H  6.81194  3.42612  -2.88446
H  7.64337  1.20057  -2.18763
H  6.02262  -0.56764  -1.56212
H  3.60057  -0.11361  -1.65078
H  0.01823  3.34204  -1.94340
H  -1.14224  4.93422  -3.41782
H  -0.11974  5.61074  -5.57273
H  2.06814  4.65888  -6.23595
H  3.22535  3.07379  -4.76972

3.
Formula: C40H41O11PS2Ti
Source: the Open Molecules 2025 dataset
Level of theory: ωB97M-V with the def2-TZVPD basis set

## Properties
orbital gap (spin up / spin down) = 3.17 / 5.07 eV
energy above the lowest of the compared OMol25 structures with the same formula, charge and spin = 12.40 kcal/mol
2S+1 = 3
charge = -2
highest occupied orbital energy (spin up / spin down) = 0.7788 / -1.1260 eV

Geometry (Å):
Ti  -0.33094  -0.18097  0.58738
O  0.76389  1.20673  2.94344
C  1.13619  0.88592  1.84417
C  2.53655  1.31552  1.44297
C  3.31353  2.27745  2.16338
C  4.59692  2.61831  1.74038
C  5.15049  2.04468  0.60574
C  4.42690  1.12792  -0.11752
C  3.12109  0.72905  0.30463
P  2.13591  -0.44633  -0.68159
C  2.54895  0.14254  -2.37027
C  3.24734  -0.63873  -3.28455
C  3.57237  -0.12489  -4.52518
C  3.19894  1.14899  -4.88052
C  2.51086  1.94025  -3.96517
C  2.17328  1.45350  -2.70529
C  3.06133  -2.02726  -0.49398
C  3.95335  -2.20070  0.56881
C  4.50954  -3.44332  0.77587
C  4.18338  -4.52048  -0.04441
C  3.28613  -4.35346  -1.08122
C  2.70291  -3.10214  -1.28473
H  2.83614  2.69760  3.05408
H  5.07333  3.32783  2.39883
H  6.14275  2.34348  0.29673
H  4.81887  0.71693  -1.04689
H  3.57698  -1.64196  -3.01331
H  4.10451  -0.75547  -5.23828
H  3.40805  1.52218  -5.87031
H  2.16644  2.93929  -4.22393
H  1.57757  2.04682  -2.04219
H  4.18174  -1.37737  1.21138
H  5.24191  -3.56092  1.58249
H  4.61614  -5.49726  0.14503
H  3.03935  -5.17490  -1.71774
H  1.93587  -2.97533  -2.04561
C  -0.64975  -3.92122  -0.46141
C  -0.99315  -3.39941  0.97845
C  -1.90370  -4.33743  1.80212
O  -1.67928  -2.13803  0.76150
C  0.33623  -3.13206  1.71079
O  0.88088  -4.06536  2.30384
O  0.73162  -1.90076  1.68095
H  -1.57280  -4.24454  -0.95250
H  0.04016  -4.75663  -0.44804
H  -0.20483  -3.11418  -1.03614
H  -2.90097  -4.31945  1.38065
H  -1.93853  -4.03852  2.85185
H  -1.50919  -5.35132  1.73751
H  -2.29840  -1.98054  1.51618
O  -2.63986  5.52517  -1.14835
C  -2.22692  4.40103  -0.76677
C  -2.84060  3.46089  0.22867
O  -3.79100  3.71968  0.95654
C  -2.02657  2.09091  0.22617
C  -0.88393  2.34934  -0.52724
O  0.07425  1.43026  -0.75985
C  -1.03580  3.66656  -1.26750
O  -0.30829  3.95178  -2.24792
O  -2.20852  0.96606  0.88278
C  -0.59761  -2.51358  -4.65016
C  -1.73059  -1.81166  -3.91830
S  -1.04328  -0.53542  -2.73670
O  -2.03899  -0.53564  -1.64464
C  -1.22532  0.89634  -3.81004
C  -2.56445  1.57128  -3.89756
H  -0.88913  -3.33141  -5.29012
H  0.12996  -2.88546  -3.92517
H  -0.05926  -1.80024  -5.24412
H  -2.23811  -2.49511  -3.22459
H  -2.46075  -1.36184  -4.58132
H  -0.84306  0.54373  -4.77334
H  -0.50090  1.59732  -3.40283
H  -3.36432  0.92823  -4.26435
H  -2.45169  2.43452  -4.56928
H  -2.84396  1.95613  -2.91858
C  -5.07281  4.59284  4.19587
C  -4.25046  3.32839  4.11808
C  -4.85051  2.08545  3.90322
C  -4.08009  0.94875  3.71905
C  -2.69961  1.05446  3.75061
C  -2.08181  2.25795  3.99273
C  -2.87498  3.37670  4.20045
S  -1.74365  -0.36724  3.26301
C  -0.68608  -0.71093  4.71715
O  -2.71616  -1.53218  3.20051
H  -6.07278  4.45107  4.61759
H  -5.17904  5.01474  3.19885
H  -4.52373  5.31174  4.82323
H  -5.92757  1.95395  3.83044
H  -4.53327  -0.01291  3.49988
H  -0.99669  2.34123  3.96396
H  -2.42149  4.33395  4.42816
H  -1.38331  -1.03838  5.48443
H  -0.10272  0.16286  5.07151
H  -0.05142  -1.53538  4.43747